# 1
Below is a 8-piece molecular cluster, C58H54O20S2 overall at a distorted geometry, with properties calculated with ωB97M-V with the def2-TZVPD basis set.

The geometry in XYZ format:
```
134
Properties=species:S:1:pos:R:3:forces:R:3:lowdin_charge:R:1
C 1.6322 -2.8907 5.3261 1.2493 6.2640 -7.3689 0.061
C 1.8472 -1.9375 4.2901 -2.4317 -7.3375 5.9561 -0.052
C 1.7783 -1.1986 2.7990 0.1943 0.3524 2.3921 -0.180
C 0.4485 -1.5740 1.9197 0.1754 0.7065 0.1708 -0.343
C 0.6865 -3.0294 1.2092 0.1825 -1.1247 0.4317 -0.298
C 1.9167 -3.1182 0.1360 0.0375 0.2996 -0.7124 -0.108
C -0.6181 -3.6854 0.4689 0.3637 -0.8815 -0.9324 -0.200
C -0.7897 -5.2941 0.8944 0.0101 0.1669 -0.4299 -0.110
C -0.9779 -1.4785 2.7899 -0.4583 -0.6305 -0.5025 -0.133
C -1.3380 -2.8065 3.6659 -1.2899 -0.5036 0.7937 -0.111
C -2.8371 -3.4090 3.2309 -0.0073 -0.3768 0.7502 -0.094
C -4.0590 -2.3405 3.4515 -3.6992 0.5253 6.1115 -0.259
O -4.6743 -2.2996 4.6644 4.0612 -0.4247 -7.9055 -0.036
O -4.5501 -1.3660 2.4547 0.3788 -3.0481 0.7260 -0.026
C -1.1277 -0.0532 3.6125 -0.9418 -0.9023 1.6082 -0.245
O -2.1224 -0.1113 4.7254 2.6006 0.8430 -1.8646 -0.149
C -1.6592 0.6592 5.8912 -0.3449 -0.5075 1.7850 -0.204
C -0.7447 -0.3220 6.8626 -0.4556 0.5748 -0.1906 -0.098
O -1.7357 0.9073 2.6323 3.1085 -1.2137 -0.8864 -0.201
S -0.6536 1.1356 1.3504 -2.1360 8.4730 -4.0091 0.805
O -1.5143 1.6222 0.1198 2.6336 -3.0030 4.5095 -0.375
O 0.2674 2.3707 1.6934 -2.4054 -5.3930 0.0933 -0.403
C 0.2872 -0.3672 0.7727 1.6066 -2.0478 0.4160 -0.538
S 1.9710 0.3305 0.2011 -0.4842 0.3014 0.6737 0.734
H 1.4400 -3.6945 6.1722 0.6882 2.4138 -2.1245 0.066
H 2.8049 -1.4481 2.2969 -2.2442 0.4905 0.7989 0.106
H 1.7466 -0.0323 3.0528 0.2296 -2.5726 -0.5851 0.107
H 0.9816 -3.7822 2.0882 -0.6648 1.8577 -1.7031 0.135
H 2.8875 -2.5361 0.4187 -1.8888 -1.0884 -0.3170 0.061
H 2.2348 -4.2499 -0.0597 -0.9539 2.4475 0.4616 0.107
H 1.5299 -2.6459 -0.8843 0.9715 -1.0803 2.0319 0.086
H -0.3736 -3.7217 -0.6994 -0.6492 0.2701 2.5084 0.112
H -1.6146 -3.0859 0.5639 1.9086 -1.0955 0.1190 0.099
H -0.2194 -5.9219 0.0668 -1.3602 1.1480 1.8156 0.087
H -0.2952 -5.5479 1.9241 -0.9704 0.6389 -1.8692 0.078
H -1.9256 -5.6149 0.9483 2.4238 0.6077 -0.2835 0.059
H -1.8217 -1.4254 1.9449 1.7444 0.0190 1.8675 0.149
H -0.6061 -3.7106 3.5665 -1.2204 1.9481 -0.1016 0.101
H -1.4370 -2.6133 4.8404 0.3697 -0.0252 -2.7623 0.127
H -2.8418 -3.9015 2.1700 -0.0184 1.2981 1.8797 0.091
H -3.0294 -4.2980 4.0042 0.1128 2.1290 -1.7539 0.134
H -5.3681 -1.7353 1.9846 1.6350 0.5676 1.2111 0.131
H -0.1381 0.3419 4.0908 -1.6584 -0.5866 -1.2814 0.157
H -2.6364 0.9093 6.5286 2.0577 -0.4301 -1.7377 0.142
H -1.1218 1.6579 5.5868 -1.0432 -1.9523 0.4955 0.138
H -0.9334 0.0374 7.9781 0.7171 -0.6513 -2.3405 0.086
H -1.1432 -1.4430 6.8290 1.0769 3.0186 -0.4441 0.064
H 0.3940 -0.2477 6.5702 -2.2612 -0.2858 0.7150 0.074
H -0.1694 -0.8707 -0.2067 0.5617 1.6656 2.1870 0.143
H 2.5076 1.0667 1.3042 -1.2276 -0.9971 -1.1853 -0.058
O -2.9701 -2.7978 13.5066 0.2433 0.0654 -0.8179 0.103
C -2.6466 -2.7025 12.3307 -0.3055 -0.0805 0.9381 -0.383
C -1.2526 -2.4146 11.9396 0.3520 0.0825 -0.3487 0.024
C -0.9005 -2.3085 10.6547 0.1144 0.0092 0.4261 0.027
C -1.8896 -2.4759 9.5714 0.1051 0.0182 -0.6804 -0.361
O -1.5660 -2.3806 8.3955 -0.3362 -0.8509 1.3651 0.041
C -3.2836 -2.7638 9.9624 -0.3366 -0.0289 0.2995 0.031
C -3.6357 -2.8699 11.2474 -0.0932 -0.0067 -0.4608 0.024
H -0.5387 -2.2952 12.7458 -0.0526 -0.0086 -0.0037 0.124
H 0.1174 -2.0970 10.3507 -0.0247 0.0019 -0.0272 0.124
H -3.9975 -2.8832 9.1562 0.0503 0.0162 -0.0166 0.127
H -4.6536 -3.0814 11.5514 0.0402 0.0039 0.0251 0.124
O 2.5201 6.8234 -2.7832 0.2772 -0.3088 0.4938 0.066
C 2.8017 6.1609 -1.7941 -0.1621 0.1587 -0.2391 -0.370
C 1.9553 5.0317 -1.3608 -0.0285 -0.2524 0.2257 0.036
C 2.2626 4.3098 -0.2788 -0.3116 -0.0142 -0.3660 0.034
C 3.4621 4.6091 0.5285 0.1582 -0.4108 0.6399 -0.368
O 3.7437 3.9466 1.5175 -0.1286 0.3367 -0.6296 0.099
C 4.3085 5.7382 0.0951 0.0630 0.4182 -0.2576 0.024
C 4.0012 6.4601 -0.9869 0.1839 -0.0641 0.3756 0.008
H 1.0794 4.8243 -1.9638 0.0189 0.0095 0.0192 0.127
H 1.6522 3.4789 0.0532 -0.0583 -0.0060 0.0624 0.085
H 5.1844 5.9457 0.6981 -0.0177 -0.0418 -0.0545 0.126
H 4.6116 7.2910 -1.3189 -0.0150 -0.0494 -0.0035 0.121
O -3.3396 -6.8151 2.9959 -0.5147 -0.3215 -0.4166 0.084
C -4.2273 -7.3055 2.3117 0.5641 0.4221 0.4068 -0.378
C -4.2443 -8.7474 1.9960 -0.1902 -0.3838 -0.2332 0.031
C -5.2134 -9.2819 1.2466 0.4143 -0.0239 0.2539 0.016
C -6.3089 -8.4543 0.7037 -0.6622 -0.2354 -0.3933 -0.404
O -7.1965 -8.9447 0.0196 0.5782 0.2792 0.3626 0.094
C -6.2918 -7.0123 1.0194 0.2050 0.3543 0.3705 0.013
C -5.3228 -6.4778 1.7688 -0.4999 -0.0507 -0.2025 0.014
H -3.4343 -9.3413 2.4021 -0.0102 0.0491 0.0028 0.124
H -5.2404 -10.3375 1.0050 -0.0347 0.0124 -0.0016 0.124
H -7.1019 -6.4185 0.6133 0.0091 -0.0493 -0.0104 0.127
H -5.2958 -5.4223 2.0104 0.0370 -0.0264 0.0125 0.119
O 6.9014 5.6900 -1.8466 0.2515 0.0670 -0.7074 0.091
C 7.2249 5.7854 -3.0225 -0.1967 -0.0773 0.7569 -0.373
C 8.6190 6.0732 -3.4136 0.3305 0.0795 -0.3371 0.023
C 8.9710 6.1794 -4.6985 0.1213 0.0118 0.4853 0.024
C 7.9820 6.0119 -5.7818 0.2438 0.0704 -0.9580 -0.381
O 8.3055 6.1073 -6.9577 -0.2216 -0.0635 0.8287 0.104
C 6.5879 5.7241 -5.3907 -0.3512 -0.0750 0.3480 0.030
C 6.2359 5.6179 -4.1058 -0.1038 -0.0088 -0.4402 0.030
H 9.3328 6.1927 -2.6074 -0.0511 -0.0107 -0.0019 0.123
H 9.9889 6.3908 -5.0025 -0.0373 -0.0082 -0.0291 0.123
H 5.8741 5.6046 -6.1969 0.0418 0.0042 -0.0016 0.120
H 5.2180 5.4065 -3.8018 0.0081 0.0112 0.0075 0.116
O 0.9155 11.9556 -5.4007 0.0120 -0.7446 -0.2582 0.098
C 0.9554 10.7741 -5.7155 0.0063 0.8570 0.3853 -0.385
C 1.2901 9.7283 -4.7288 0.0489 -0.4047 -0.0068 0.031
C 1.3355 8.4380 -5.0742 0.0014 0.1669 0.2763 0.028
C 1.0515 8.0028 -6.4562 -0.0048 -0.4601 -0.0245 -0.364
O 1.0914 6.8213 -6.7710 -0.0266 0.6027 0.1809 0.080
C 0.7168 9.0486 -7.4428 -0.0799 0.4152 -0.1684 0.024
C 0.6714 10.3389 -7.0974 -0.0479 -0.3622 -0.3667 0.024
H 1.4951 10.0635 -3.7192 -0.0072 0.0001 -0.0359 0.124
H 1.5800 7.6584 -4.3631 -0.0493 0.0999 -0.1165 0.081
H 0.5118 8.7134 -8.4525 0.0028 -0.0054 0.0087 0.123
H 0.4269 11.1185 -7.8085 0.0111 0.0027 0.0375 0.123
O 3.6892 2.1219 -7.8272 -0.1317 0.5290 -0.4798 0.093
C 3.4202 3.0339 -8.5968 0.1422 -0.5705 0.5965 -0.387
C 2.9121 4.3292 -8.1035 -0.1093 0.3981 -0.1011 0.023
C 2.6164 5.3243 -8.9453 0.1035 -0.0758 0.3147 0.022
C 2.7867 5.1720 -10.4039 -0.1847 0.6254 -0.4739 -0.379
O 2.5177 6.0841 -11.1735 0.1674 -0.5702 0.4627 0.098
C 3.2948 3.8768 -10.8973 0.1625 -0.4685 0.0480 0.020
C 3.5905 2.8817 -10.0555 -0.0303 0.1735 -0.4699 0.019
H 2.7934 4.4255 -7.0309 -0.0469 0.0076 -0.0289 0.119
H 2.2421 6.2803 -8.6000 -0.0042 -0.1496 -0.0301 0.093
H 3.4135 3.7805 -11.9698 -0.0120 0.0315 0.0279 0.121
H 3.9648 1.9257 -10.4007 -0.0066 0.0101 0.0406 0.121
O -4.0235 -6.3312 -0.9521 -0.1452 -0.1361 -0.5831 0.084
C -4.4720 -6.5970 -2.0587 0.2796 0.1344 0.5528 -0.369
C -4.8895 -7.9692 -2.4078 -0.1418 -0.2561 -0.3213 0.025
C -5.3773 -8.2591 -3.6179 0.1353 -0.1592 0.4690 0.036
C -5.5211 -7.2200 -4.6567 -0.3887 -0.2398 -0.9261 -0.379
O -5.9696 -7.4858 -5.7634 0.3402 0.2012 0.8170 0.108
C -5.1036 -5.8477 -4.3077 0.1829 0.3441 0.3238 0.027
C -4.6158 -5.5578 -3.0976 -0.1330 0.1198 -0.4007 0.026
H -4.7785 -8.7202 -1.6347 0.0175 0.0285 -0.0465 0.113
H -5.6875 -9.2605 -3.8904 -0.0113 0.0428 -0.0150 0.127
H -5.2146 -5.0968 -5.0808 -0.0087 -0.0520 0.0051 0.125
H -4.3056 -4.5565 -2.8251 0.0057 -0.0268 0.0216 0.122
```
Positions in Å, forces in eV/Å.

Output
* LUMO: -1.99 eV
* SMILES string: C#CC[C@@]1([C@H](C)CC)[C@@H](CCC(=O)O)[C@H](OCC)OS(=O)(=O)[C@H]1S.O=C1C=CC(=O)C=C1.O=C1C=CC(=O)C=C1.O=C1C=CC(=O)C=C1.O=C1C=CC(=O)C=C1.O=C1C=CC(=O)C=C1.O=C1C=CC(=O)C=C1.O=C1C=CC(=O)C=C1
* HOMO energy: -9.6 eV
* net charge: 0



# 2
Below is C16H12ClN3O4RuS2 as an isolated structure at a distorted geometry, with properties calculated with ωB97M-V with the def2-TZVPD basis set.

The geometry in XYZ format:
```
39
Properties=species:S:1:pos:R:3:forces:R:3:lowdin_spin:R:1
Ru 0.2187 -0.5835 0.0952 -1.2466 -1.0309 0.8193 0.813
N 2.2282 0.2014 0.1547 -0.0073 0.2984 -0.5623 0.006
C 3.1524 -0.8977 0.3633 -0.0794 0.1485 0.0805 -0.001
C 4.4771 -0.7342 0.6398 0.0718 -0.0584 -0.0468 0.002
C 5.3157 -1.8630 0.7674 -0.0231 0.0175 -0.0017 -0.002
C 4.8139 -3.1218 0.5998 0.0121 -0.0025 -0.0059 0.002
C 3.4381 -3.3139 0.3325 0.0095 -0.0458 0.0362 0.000
C 2.8433 -4.5853 0.1618 0.0195 0.0228 -0.0116 0.010
C 1.5003 -4.6792 -0.0634 -0.0465 0.0334 -0.0062 -0.001
C 0.7222 -3.5113 -0.0886 0.0269 -0.0522 0.0799 0.007
N 1.2477 -2.3116 0.0649 0.2583 0.0877 0.0003 0.000
C 2.6048 -2.1867 0.2465 0.0039 -0.1183 -0.0290 0.005
H 2.3879 0.6279 -0.7601 -0.0177 -0.0024 0.0250 0.002
H 2.3661 0.9489 0.8294 -0.0065 -0.0616 0.0936 0.000
H 4.8928 0.2606 0.7427 -0.0055 0.0046 -0.0055 0.000
H 6.3646 -1.7192 0.9844 0.0003 0.0033 -0.0014 0.000
H 5.4586 -3.9875 0.6766 -0.0044 -0.0018 0.0016 0.000
H 3.4615 -5.4728 0.2103 0.0012 0.0046 0.0079 0.000
H 1.0110 -5.6317 -0.2033 0.0121 -0.0056 -0.0034 0.000
H -0.3485 -3.5617 -0.2206 -0.0041 0.0098 -0.0208 0.000
S -0.1004 -0.3983 2.3611 0.1339 0.1940 -0.1137 0.093
C -1.5783 -1.1485 1.8765 0.0674 -0.2863 0.1256 0.003
N -1.4847 -1.5846 0.6420 -0.4653 0.4004 -0.2992 0.019
C -2.7026 -2.0430 0.1515 0.0029 -0.1513 -0.0176 0.001
C -2.9562 -2.5472 -1.1212 -0.0115 0.0471 -0.0293 0.003
C -4.2319 -2.9962 -1.3969 -0.0117 -0.0016 -0.0020 0.000
C -5.2418 -2.9539 -0.4292 0.0230 0.0108 -0.0022 0.005
C -4.9972 -2.4553 0.8358 0.0067 0.0086 -0.0121 -0.001
C -3.7151 -1.9948 1.1134 0.0167 -0.0263 0.0367 0.004
S -3.1172 -1.3069 2.6056 -0.0134 -0.0202 0.0424 -0.003
H -2.1828 -2.5517 -1.8778 0.0105 0.0024 0.0208 0.000
H -4.4564 -3.3814 -2.3821 -0.0103 0.0020 0.0044 0.000
H -6.2322 -3.3097 -0.6772 0.0019 -0.0034 0.0033 0.000
H -5.7790 -2.4174 1.5819 0.0001 -0.0035 -0.0035 0.000
O -1.3402 0.9947 -0.4605 0.6570 0.0950 0.1306 0.014
Cl -0.7317 0.9879 -1.8201 0.3260 0.1117 0.1544 0.003
O -1.5313 1.6174 -2.7807 -0.2020 -0.2310 0.1030 -0.002
O 0.5793 1.5556 -1.7088 -0.0881 0.4726 -0.5401 0.004
O -0.5734 -0.4730 -2.0565 0.5821 0.1280 -0.0510 0.014
```
Positions in Å, forces in eV/Å.

Output
* LUMO (alpha / beta): -4.07 / -5.10 eV
* ΔE to the lowest compared entry with this formula, charge and spin: 13.8 kJ/mol
* HOMO energy (alpha / beta): -11.6 / -11.7 eV
* <S²>: 0.76
* 2S+1: 2
* net charge: +1